Density functional theory data (wB97M-V/def2-TZVPD) for C54H114N6O6 as an isolated structure in a non-equilibrium geometry.

The geometry in XYZ format:
```
180
Properties=species:S:1:pos:R:3:forces:R:3
C -12.1135 -17.8094 12.8028 0.589 -0.614 -1.368
C -12.2218 -16.9897 11.5230 0.742 0.848 -0.135
C -12.2306 -18.0110 10.3525 -0.158 1.023 -0.782
C -12.7700 -17.4732 9.0050 -1.411 0.714 -0.255
C -14.1876 -16.9092 9.2520 -0.358 0.403 0.930
C -14.2484 -15.7499 10.3131 0.034 0.518 0.350
N -13.5551 -16.2471 11.5196 -0.156 -1.593 0.228
O -13.8692 -15.4528 12.6702 1.614 1.668 -2.893
C -13.5309 -14.4144 9.8744 0.056 -0.785 0.269
C -15.7438 -15.4295 10.6757 0.442 0.161 0.163
C -10.9234 -16.1180 11.4641 -0.386 0.737 -1.103
H -11.3836 -18.6186 12.7794 0.538 0.355 -0.283
H -13.0694 -18.3226 12.9085 1.311 -1.208 -2.306
H -12.0180 -17.2298 13.7209 0.912 0.096 -0.846
H -11.2256 -18.3828 10.1526 0.110 -0.095 0.490
H -12.8695 -18.8277 10.6884 -0.031 -0.214 -0.293
H -12.8208 -18.2478 8.2398 -0.141 -0.476 0.300
H -12.2383 -16.7057 8.4427 0.824 0.215 0.733
H -14.7752 -17.7426 9.6371 -0.172 -0.006 0.422
H -14.8027 -16.5688 8.4190 0.644 0.075 -0.596
H -14.0456 -13.7611 9.1697 -0.095 -0.442 -0.365
H -13.3370 -13.7751 10.7356 -0.218 -0.237 0.335
H -12.5413 -14.7142 9.5296 -0.012 0.298 -0.430
H -15.8138 -14.6272 11.4101 0.343 0.047 0.003
H -16.3258 -15.0697 9.8273 0.280 -0.173 -0.370
H -16.3048 -16.2487 11.1255 0.303 -0.387 -0.149
H -10.9995 -15.1863 12.0247 -0.150 -0.167 0.319
H -10.7217 -15.8020 10.4406 -0.309 0.157 -0.293
H -9.9774 -16.6041 11.7026 -0.332 -0.497 0.576
H -14.0296 -16.1095 13.3518 0.425 0.646 -3.110
C -12.0759 -18.6069 21.3963 -0.805 2.686 0.605
C -13.1206 -17.5623 22.0377 1.861 0.022 0.497
C -12.9608 -16.1869 21.3233 -1.560 -0.267 -0.625
C -13.6401 -16.2005 19.9440 -0.284 -1.297 0.390
C -15.1713 -16.6162 20.1008 1.062 1.071 0.522
C -15.3983 -17.9477 20.7696 0.832 -2.132 0.496
N -14.4786 -18.0579 21.9512 -0.917 0.674 1.081
O -14.6072 -19.2776 22.7494 0.060 0.883 -1.463
C -16.8201 -18.0260 21.2628 -0.672 0.811 0.176
C -15.1633 -19.0684 19.7409 -0.710 -0.737 4.796
C -12.7189 -17.2470 23.5934 -0.903 -1.550 -0.853
H -12.4696 -19.3009 20.6537 -0.282 0.699 0.774
H -11.5901 -19.0293 22.2759 0.360 -0.522 -0.621
H -11.4291 -17.9701 20.7928 0.668 -0.221 0.320
H -13.4611 -15.3927 21.8774 -0.191 -0.093 0.405
H -11.9389 -15.8222 21.2195 0.233 -0.600 0.174
H -13.1514 -16.9246 19.2921 0.124 -0.278 0.053
H -13.4323 -15.2499 19.4527 -0.151 -0.384 0.779
H -15.7921 -16.7346 19.2127 0.448 0.699 -0.359
H -15.6310 -15.8714 20.7504 -0.150 0.338 -0.074
H -16.9216 -17.2676 22.0391 -0.310 -0.068 0.236
H -17.4889 -17.7359 20.4525 -0.085 0.091 -0.182
H -17.2013 -18.9852 21.6131 0.559 -0.113 0.107
H -14.1374 -18.9535 19.3911 -1.398 0.349 4.134
H -15.2208 -20.0339 20.2437 -0.450 0.029 0.643
H -15.7980 -19.1339 18.8572 -0.088 0.340 1.664
H -13.2496 -16.3669 23.9563 0.407 0.201 -0.161
H -11.6623 -17.3089 23.8538 0.328 0.947 -0.785
H -13.0132 -18.0545 24.2638 -0.708 -0.336 -0.242
H -14.9971 -18.9204 23.5507 -0.122 -0.107 0.148
C -16.4628 -13.0114 15.2842 0.939 0.201 0.588
C -16.1521 -12.4148 16.7152 0.638 -1.236 0.621
C -15.7710 -13.5702 17.8666 -0.256 1.261 -3.087
C -14.3501 -14.0468 17.7123 -1.660 3.958 -0.006
C -13.4049 -12.8446 17.7078 -0.841 -0.602 3.189
C -13.5879 -11.8671 16.6044 1.390 0.441 -0.739
N -15.0148 -11.4294 16.5782 0.390 -1.454 2.806
O -15.2534 -10.4352 15.6668 -0.137 -0.055 -0.589
C -12.6798 -10.6479 16.8358 0.334 0.466 -0.307
C -12.9385 -12.4374 15.3274 -1.371 -0.303 -1.422
C -17.3997 -11.7383 17.2325 0.009 0.278 0.058
H -16.0948 -12.2500 14.5965 -0.348 -0.275 -0.445
H -17.5030 -13.1796 15.0055 -0.052 -0.027 0.459
H -15.8760 -13.8953 15.0343 -0.010 -0.204 0.161
H -15.9682 -13.3700 18.9198 -0.540 0.670 -0.244
H -16.3687 -14.3974 17.4839 -0.612 -0.179 0.606
H -14.3117 -14.4976 16.7207 -0.865 3.014 1.777
H -14.3211 -14.7380 18.5546 0.738 0.784 -1.245
H -12.4112 -13.1468 18.0385 0.617 0.090 -1.163
H -13.6586 -12.2544 18.5883 -0.340 0.173 0.500
H -11.6249 -10.9178 16.7869 0.006 -0.495 -0.083
H -12.8319 -10.0328 15.9488 -0.030 0.578 0.395
H -12.7193 -10.0793 17.7649 -0.868 -0.023 0.000
H -13.0409 -11.7909 14.4558 -0.005 0.635 0.086
H -11.8640 -12.6018 15.4080 -0.218 -0.293 0.360
H -13.4686 -13.3071 14.9390 0.254 -0.643 0.313
H -18.1985 -12.4560 17.4196 0.170 -0.331 0.026
H -17.8213 -11.0492 16.5008 0.206 0.420 0.210
H -17.1338 -11.2836 18.1868 -0.299 0.444 -0.145
H -15.2955 -10.9736 14.8731 -0.042 0.797 -1.119
C -16.5990 -25.7333 14.8391 0.924 -0.221 0.477
C -16.2497 -24.3553 15.4603 -1.360 1.632 -0.561
C -17.5893 -23.4867 15.5218 -0.345 0.642 1.171
C -17.5608 -22.2445 16.4923 -0.500 -5.317 -0.839
C -17.1106 -22.7403 17.8853 -0.245 -0.327 -1.327
C -15.7301 -23.5107 17.8833 -1.754 -1.013 0.191
N -15.6700 -24.5238 16.7749 -2.087 0.237 1.579
O -14.5060 -25.2888 16.8136 -0.054 0.230 -0.329
C -14.6528 -22.4054 17.8743 -3.464 -4.450 -0.855
C -15.7464 -24.3795 19.2263 0.124 0.728 -0.359
C -15.3375 -23.5202 14.5732 0.794 0.470 -1.004
H -16.9944 -26.3750 15.6264 -0.461 0.199 -0.027
H -15.7023 -26.2757 14.5394 0.313 0.218 -0.091
H -17.2390 -25.7345 13.9567 -0.189 0.459 0.208
H -17.7222 -22.9802 14.5658 -0.149 -0.749 -0.425
H -18.4626 -24.0964 15.7535 0.050 -0.324 -0.165
H -18.4961 -21.7220 16.6930 -0.565 -0.250 -0.630
H -16.9106 -21.4889 16.0514 -0.612 -7.129 -2.766
H -18.0036 -23.3076 18.1478 0.426 -0.840 0.450
H -17.1371 -21.9077 18.5883 0.442 -0.179 0.259
H -14.2386 -22.2029 16.8867 -0.646 -0.562 -0.212
H -15.1155 -21.4902 18.2436 -0.078 -2.182 -0.602
H -13.8501 -22.7862 18.5058 -2.429 0.587 -1.617
H -14.8954 -25.0385 19.3985 0.165 0.109 -0.443
H -15.8128 -23.7461 20.1109 0.096 0.412 0.028
H -16.6346 -25.0087 19.2844 -0.055 0.046 -0.445
H -14.3365 -23.9466 14.5083 0.116 -0.126 -0.292
H -15.1921 -22.4692 14.8230 -0.089 0.014 1.055
H -15.7121 -23.3237 13.5686 -0.118 -0.942 -0.348
H -13.8789 -24.7481 16.3278 0.684 -0.053 -0.108
C -8.7492 -21.3596 17.7560 -1.361 0.230 -0.929
C -10.2716 -21.5487 17.5563 -0.694 -0.942 -1.107
C -10.5203 -23.0927 17.3132 -1.327 0.121 -0.176
C -12.0004 -23.6481 17.5554 1.462 2.344 1.005
C -12.3378 -23.2224 18.9766 2.944 -1.510 2.717
C -12.1527 -21.7532 19.3987 0.629 0.773 -1.337
N -10.8635 -21.1609 18.8083 -1.135 -1.048 1.492
O -10.7755 -19.7285 18.9470 -0.200 -1.114 0.010
C -13.3555 -21.0171 18.8468 3.676 1.646 3.393
C -12.1161 -21.6217 20.9387 0.206 -0.580 0.634
C -10.8239 -20.7242 16.3316 0.098 -0.368 0.833
H -8.4848 -21.7260 18.7479 0.217 -0.177 -0.263
H -8.5963 -20.2826 17.6864 0.600 -0.099 -0.061
H -8.3149 -21.9086 16.9204 0.753 0.237 0.218
H -10.3455 -23.3880 16.2786 0.605 0.512 -0.142
H -9.7656 -23.5936 17.9196 -0.367 -0.449 0.214
H -12.0319 -24.7173 17.3459 -0.174 0.155 0.261
H -12.7432 -23.0617 17.0145 0.740 -0.591 -1.167
H -11.6173 -23.7195 19.6262 0.167 -0.516 0.168
H -13.3066 -23.5010 19.3910 0.792 -0.907 0.425
H -13.5144 -21.2510 17.7941 1.654 1.920 0.625
H -14.2260 -21.3377 19.4192 1.318 1.048 0.589
H -13.1299 -19.9769 19.0818 1.139 -1.242 0.318
H -12.8877 -22.1620 21.4872 -0.653 -0.264 -0.633
H -11.2352 -22.0672 21.4010 0.522 0.061 -0.492
H -12.2081 -20.6145 21.3451 0.200 -0.983 -0.529
H -10.4426 -19.7032 16.3142 0.334 -0.217 -0.017
H -11.9014 -20.5901 16.4270 -0.138 -0.251 0.048
H -10.6408 -21.2342 15.3858 0.224 0.082 -0.015
H -10.0036 -19.7210 19.5177 0.033 0.658 0.263
C -12.3826 -17.7239 16.0335 1.133 0.619 0.881
C -13.8678 -17.5155 16.0121 0.606 1.279 -0.322
C -14.1124 -17.3817 14.4380 -3.685 0.307 3.091
C -15.5685 -17.5916 14.0771 -0.638 -1.866 -0.057
C -16.0713 -18.8543 14.7110 -0.299 -0.111 2.875
C -15.8687 -18.8749 16.3541 1.307 -2.570 -1.005
N -14.4736 -18.6509 16.7002 0.727 -0.320 -4.559
O -14.1218 -18.8264 18.0482 0.946 4.170 -8.521
C -16.7715 -17.9822 17.0819 -2.124 0.588 1.037
C -16.0994 -20.3986 16.7823 1.212 6.878 0.201
C -14.2544 -16.1236 16.6687 1.117 -4.396 -1.317
H -11.9268 -16.9519 15.4136 0.254 0.073 0.297
H -12.0593 -18.7013 15.6753 -0.439 0.194 -0.227
H -11.9577 -17.6206 17.0320 0.017 -0.005 0.207
H -14.1544 -16.3196 14.1967 0.719 -1.057 5.145
H -13.3835 -17.8545 13.7798 -2.748 0.645 3.217
H -15.7382 -17.6689 13.0032 0.248 0.143 -0.249
H -16.2945 -16.8532 14.4173 0.507 0.753 0.145
H -15.6401 -19.7840 14.3397 0.055 0.048 -0.225
H -17.1565 -18.8317 14.6113 -0.149 -0.651 -0.145
H -17.8014 -18.1603 16.7723 -0.244 0.164 -0.172
H -16.7629 -18.2860 18.1286 -0.340 0.438 -0.240
H -16.5945 -16.9067 17.0888 0.146 -0.159 -0.428
H -15.2686 -20.9731 16.3725 -0.669 0.464 -0.337
H -16.1242 -20.5197 17.8652 -0.270 0.648 -0.695
H -17.0554 -20.7842 16.4282 0.578 7.051 2.612
H -14.3769 -16.2661 17.7424 -0.108 -0.260 -0.635
H -15.1768 -15.7284 16.2431 -0.114 -0.439 -0.132
H -13.5324 -15.3107 16.5922 1.617 -2.942 -1.141
H -14.0516 -19.7763 18.1679 -0.153 0.186 -1.345
```
Forces are in eV/Å.

Computed properties:
Gap between HOMO and LUMO (eV): 7.6
Multiplicity: 1
Total charge: 0
Highest occupied orbital energy (eV): -7.26

Atomic partial charges in e from the Mulliken method, atoms 1 to 8: atom 1 (C): -2.55, atom 2 (C): 2.02, atom 3 (C): -1.10, atom 4 (C): -0.83, atom 5 (C): -1.28, atom 6 (C): 1.11, atom 7 (N): 0.63, atom 8 (O): -0.45